{"formula": "C24H27N3O4", "method": "ωB97M-V/def2-TZVPD", "total_charge": 0, "de_lowest_kcal_mol": 50.5, "smiles": "COCc1ccc(CN2CCCC[C@@H]2C(=O)Nc2ccc(Oc3ccccc3)nc2)o1", "e_lumo_ev": 0.74, "e_tot_ha": -1395.97125, "symbols": ["O", "O", "O", "O", "N", "N", "N", "C", "C", "C", "C", "C", "C", "C", "C", "C", "C", "C", "C", "C", "C", "C", "C", "C", "C", "C", "C", "C", "C", "C", "C", "H", "H", "H", "H", "H", "H", "H", "H", "H", "H", "H", "H", "H", "H", "H", "H", "H", "H", "H", "H", "H", "H", "H", "H", "H", "H", "H"], "coordinates": [[-1.5061, 0.4578, 2.4482], [-1.5364, -1.5551, 0.2667], [1.8610, 4.4860, -0.1329], [2.4034, -1.2632, -3.0594], [0.9941, 2.4119, 0.4260], [0.0665, -3.1820, -1.2388], [1.4328, -0.8908, -1.0212], [1.3433, -3.1059, -1.9306], [0.9280, 1.1125, 0.1990], [0.9912, 5.1320, 0.7174], [1.5973, 0.4829, -0.8473], [0.7134, -5.2434, -0.0787], [0.6951, 6.8889, 2.3248], [-1.1871, 5.6014, 1.5950], [-0.3706, 4.8635, 0.7569], [2.0551, -5.2425, -0.8000], [-3.7497, -1.3613, 0.3058], [1.5222, 6.1532, 1.4974], [-3.3653, -1.9063, -0.9449], [2.4388, -3.8012, -1.1095], [-1.0061, -2.4728, -1.9241], [1.7431, 3.1589, -0.3679], [2.4780, 2.6273, -1.4319], [-2.3457, -0.6727, 2.4002], [-0.6603, 6.6110, 2.3819], [2.3996, 1.2736, -1.6755], [-2.0942, 1.6321, 1.9406], [-2.5984, -1.1739, 1.0113], [-2.0059, -1.9996, -0.9179], [1.7802, -1.6482, -2.0936], [-0.3286, -4.5488, -0.9452], [2.8237, -5.7085, -0.1816], [-2.9682, 1.9209, 2.5374], [-1.2874, -4.5098, -0.4207], [3.0846, 3.2789, -2.0391], [-0.5872, -1.6101, -2.4532], [-4.7465, -1.1490, 0.6344], [-3.3142, -0.4624, 2.8769], [1.9746, -5.8126, -1.7283], [-0.4740, -5.1264, -1.8769], [0.3871, -6.2628, 0.1325], [-0.7842, 4.0861, 0.1347], [2.5804, 6.3562, 1.4416], [-2.2452, 5.3868, 1.6264], [-1.5172, -3.1003, -2.6724], [0.8064, -4.7080, 0.8676], [0.3091, 0.5551, 0.8892], [-1.3297, 2.4036, 2.0013], [1.1123, 7.6797, 2.9303], [-2.4054, 1.5065, 0.8970], [2.5745, -3.2574, -0.1720], [2.9366, 0.8246, -2.4947], [-1.8188, -1.4387, 2.9787], [1.3018, -3.5626, -2.9359], [-1.3040, 7.1823, 3.0337], [-4.0127, -2.1851, -1.7508], [3.3739, -3.7583, -1.6697], [0.8406, -1.3543, -0.3382]], "lowdin_charge": [-0.189, 0.081, 0.054, 0.080, 0.146, -0.142, 0.145, -0.235, -0.052, -0.246, -0.183, -0.177, -0.087, -0.085, -0.033, -0.196, -0.009, -0.007, -0.009, -0.134, -0.097, -0.326, 0.027, -0.148, -0.100, 0.019, -0.104, -0.254, -0.252, -0.450, -0.180, 0.111, 0.093, 0.127, 0.118, 0.135, 0.111, 0.133, 0.115, 0.131, 0.112, 0.108, 0.117, 0.103, 0.140, 0.118, 0.104, 0.073, 0.102, 0.094, 0.124, 0.106, 0.136, 0.166, 0.098, 0.109, 0.126, 0.134]}

=====

{"formula": "C25H41BF6O2PPd", "method": "ωB97M-V/def2-TZVPD", "total_charge": 1, "de_lowest_kcal_mol": 97.0, "e_lumo_ev": [-6.38, -6.74], "e_tot_ha": -2220.83629, "symbols": ["Pd", "P", "F", "F", "F", "F", "F", "F", "O", "O", "C", "C", "C", "C", "C", "C", "C", "C", "C", "C", "C", "C", "C", "C", "C", "C", "C", "C", "C", "C", "C", "C", "C", "C", "C", "B", "H", "H", "H", "H", "H", "H", "H", "H", "H", "H", "H", "H", "H", "H", "H", "H", "H", "H", "H", "H", "H", "H", "H", "H", "H", "H", "H", "H", "H", "H", "H", "H", "H", "H", "H", "H", "H", "H", "H", "H", "H"], "coordinates": [[-0.5730, -0.0072, -0.2310], [2.1712, 0.2583, 2.3300], [-0.2384, -2.3596, 0.2284], [-2.9393, 1.3088, -0.2614], [-2.2749, -1.7360, -0.4741], [-1.6291, -1.2391, 1.6058], [-1.2058, 2.5897, 0.0940], [-2.0812, -3.4253, 1.0899], [1.7116, -0.5776, -1.4615], [0.8808, 0.0579, 1.6041], [-1.3932, 1.7568, -4.0872], [5.7507, -1.7748, 1.7152], [4.1681, -2.4032, -0.1543], [-2.1177, 0.7788, -4.7500], [1.2425, 2.8643, 2.5933], [0.3343, -2.3766, 5.5532], [-0.7748, 0.1450, -2.4284], [5.6203, -2.0682, 0.2242], [1.5461, 4.3516, 2.7669], [-1.4514, -0.8530, -3.1183], [-2.1453, -0.5231, -4.2753], [1.8453, -2.5355, 5.4019], [2.5344, 2.0951, 2.3181], [4.9332, -0.5307, 2.0910], [2.4128, 4.5934, 4.0119], [0.8726, -0.0070, 4.8544], [3.6784, 2.5803, 3.2122], [-1.9312, 1.5384, 0.6170], [-0.6993, 1.4411, -2.9265], [3.1877, -1.9486, 0.9337], [3.1527, 3.3218, 4.4366], [2.1406, -0.4067, 4.0935], [3.5668, -0.5422, 1.3932], [2.2982, -1.9253, 4.0725], [-0.1642, -1.1200, 4.8340], [-1.6055, -2.2702, 0.6462], [0.6060, 4.8966, 2.8561], [3.0154, 0.0501, 4.5690], [-2.6441, 1.0273, -5.6592], [-1.4668, -1.8782, -2.7694], [4.8201, -0.5105, 3.1774], [0.5467, 2.7051, 1.7717], [4.3008, 3.2641, 2.6311], [3.2449, -2.6545, 1.7587], [1.1442, 0.2148, 5.8922], [0.4310, 0.8963, 4.4304], [5.9604, -1.1954, -0.3367], [1.6287, -1.5398, -1.4827], [0.0787, -2.3262, 6.6138], [-1.3611, 2.7683, -4.4613], [-0.1788, -3.2477, 5.1462], [6.2740, -2.9009, -0.0363], [2.7996, 2.2478, 1.2619], [2.0517, 4.7109, 1.8680], [2.1627, -1.9527, 0.5614], [2.1191, -3.5908, 5.4278], [1.7984, 4.9398, 4.8426], [3.1443, 5.3714, 3.7979], [3.9308, -1.9192, -1.1014], [4.3197, 1.7551, 3.5242], [-0.3919, -1.3530, 3.7901], [-2.6990, -1.2906, -4.7935], [0.7589, 2.5060, 3.5022], [6.7952, -1.6046, 1.9766], [1.7212, -0.2732, -2.3762], [2.4846, 2.6690, 5.0005], [5.4888, 0.3618, 1.7932], [4.0485, -3.4789, -0.2891], [-1.0918, -0.7754, 5.2896], [-0.1118, 2.2094, -2.4387], [3.6015, 0.0776, 0.4866], [3.3355, -2.2008, 3.8831], [2.3730, -2.0423, 6.2215], [-2.3373, 1.8280, 1.5916], [1.6637, -2.3449, 3.2884], [5.4132, -2.6424, 2.2844], [3.9846, 3.5801, 5.0920]], "lowdin_charge": [1.106, 0.874, 0.057, 0.076, 0.106, 0.084, 0.022, 0.246, -0.029, -0.372, -0.050, -0.192, -0.181, -0.042, -0.218, -0.185, -0.078, -0.184, -0.180, -0.060, -0.036, -0.179, -0.332, -0.188, -0.182, -0.188, -0.184, -0.127, -0.084, -0.214, -0.192, -0.318, -0.336, -0.203, -0.189, -1.321, 0.110, 0.115, 0.121, 0.122, 0.095, 0.079, 0.125, 0.099, 0.127, 0.084, 0.114, 0.065, 0.112, 0.122, 0.114, 0.112, 0.122, 0.115, 0.074, 0.115, 0.111, 0.111, 0.092, 0.089, 0.096, 0.125, 0.094, 0.116, 0.068, 0.104, 0.118, 0.116, 0.116, 0.116, 0.118, 0.105, 0.117, 0.171, 0.118, 0.112, 0.117]}

=====

{"formula": "C24H23N6O5S3Tc", "method": "ωB97M-V/def2-TZVPD", "spin_multiplicity": 2, "s2": 1.23, "total_charge": 1, "de_lowest_kcal_mol": 26.9, "e_lumo_ev": [-5.25, -4.41], "e_tot_ha": -2908.18748, "symbols": ["Tc", "S", "S", "S", "O", "O", "O", "O", "O", "N", "N", "N", "N", "N", "N", "C", "C", "C", "C", "C", "C", "C", "C", "C", "C", "C", "C", "C", "C", "C", "C", "C", "C", "C", "C", "C", "C", "C", "C", "H", "H", "H", "H", "H", "H", "H", "H", "H", "H", "H", "H", "H", "H", "H", "H", "H", "H", "H", "H", "H", "H", "H"], "coordinates": [[0.2762, 1.5616, -0.7089], [0.2244, 2.9578, -2.7634], [3.1551, -0.9132, 1.9684], [2.3531, 1.5071, 0.4812], [-0.7941, 3.0137, 0.0704], [0.6675, -0.2468, -1.6950], [-1.4554, -5.6770, -5.3991], [-3.1688, -4.5534, -6.0486], [-1.3590, 0.4868, -1.7061], [-2.1585, -4.6948, -5.4007], [1.4118, 4.1092, -4.7549], [2.7662, 2.6957, -3.5361], [0.6426, -0.1653, 1.6614], [-0.2642, 0.5876, 1.0276], [2.9463, 1.7487, -2.5332], [2.2578, -0.1581, 6.3283], [-2.5383, -2.4485, -4.4776], [-1.7930, -0.0239, 2.8016], [-2.1364, -1.4001, -3.6732], [-0.1403, -2.6328, -3.0567], [-4.3625, 3.2686, -0.1929], [-0.9380, -1.4922, -2.9632], [1.8824, 0.0877, 1.4082], [-0.5311, -0.3784, -2.0900], [4.0027, -1.7989, 6.4373], [3.3242, -0.7322, 7.0028], [1.8961, -0.6251, 5.0781], [3.6416, -2.2679, 5.1876], [-3.0336, 3.6129, -0.2353], [1.5706, 3.2655, -3.7315], [-1.4750, 0.6715, 1.5193], [-2.4590, 1.5179, 0.8835], [-1.7425, -3.5858, -4.5534], [-2.0473, 2.7277, 0.2329], [2.5914, -1.6792, 4.4945], [2.2879, -2.0960, 3.0951], [-0.5499, -3.6895, -3.8446], [-4.7652, 2.0755, 0.4032], [-3.8281, 1.2336, 0.9564], [1.0826, -0.1616, 4.5389], [-1.2100, 0.4398, 3.5995], [-2.8416, 0.0662, 3.0560], [0.7841, -2.6855, -2.4998], [0.0304, -4.5979, -3.9146], [3.7747, 1.9356, -1.9741], [4.1821, -3.0872, 4.7380], [-2.7365, -0.5059, -3.5890], [-5.8082, 1.8120, 0.4320], [4.8265, -2.2574, 6.9617], [3.6298, -0.3462, 7.9634], [-2.6981, 4.5316, -0.6907], [2.6891, -3.0788, 2.8585], [-3.4612, -2.4052, -5.0370], [-1.4995, -1.0718, 2.7611], [2.1663, 4.3908, -5.3587], [0.5110, 4.5449, -4.8693], [1.7206, 0.6648, 6.7738], [3.5429, 2.9482, -4.1425], [-5.1017, 3.9173, -0.6337], [1.2330, -2.0351, 2.8461], [2.9760, 0.8019, -2.9031], [-4.1475, 0.3084, 1.4106]], "lowdin_charge": [1.283, 0.739, 0.963, 0.656, -0.228, -0.129, 0.100, 0.102, -0.069, -0.359, 0.110, -0.072, -0.059, -0.134, -0.020, -0.072, 0.030, 0.011, 0.020, 0.015, -0.047, -0.122, -1.065, -0.584, -0.071, -0.077, -0.052, -0.047, 0.010, -0.791, -0.206, -0.117, -0.123, -0.354, -0.325, -0.355, 0.028, -0.058, -0.020, 0.094, 0.097, 0.079, 0.125, 0.126, 0.079, 0.114, 0.127, 0.110, 0.107, 0.106, 0.124, 0.084, 0.127, 0.096, 0.122, 0.104, 0.105, 0.163, 0.115, 0.068, 0.103, 0.117]}